# C6H12MnN2O3SbSe4Te

A molecular structure, C6H12MnN2O3SbSe4Te (ωB97M-V/def2-TZVPD, the Open Molecules 2025 dataset).

Each line ends with the Löwdin spin population.
Element x y z (Å)
H1 -1.7276 -0.6741 -3.1168  0.00
C1 -0.0537 -3.2081 0.5209  -0.01
H2 -0.3739 -3.5680 -0.4551  0.00
C2 -1.4706 -0.8064 -2.0628  0.00
H3 3.1976 -0.5856 0.0787  0.00
H4 -1.5020 2.4211 2.4914  0.00
C3 -1.9820 0.2757 0.0288  0.03
H5 2.7021 -1.8158 -1.1073  0.00
Te1 0.6649 -1.2277 0.5292  -0.07
N1 -1.8008 0.4360 -1.3390  0.04
H6 3.0813 -2.2942 0.5650  0.00
Se1 2.4659 5.3351 -0.7803  0.81
Se2 3.9615 3.1274 2.1105  0.60
C4 -2.2990 1.5194 0.8252  0.00
O1 0.9641 -0.3386 -2.5177  0.09
Mn1 -0.0125 0.2811 -1.1499  1.72
Sb1 1.9850 3.4563 0.7415  0.02
C5 0.0614 -1.3141 -2.2901  0.00
N2 -1.4703 1.5259 2.0166  0.01
H7 -0.8769 -3.2135 1.2307  0.00
H8 -2.0601 2.3941 0.2271  0.00
O2 -1.9822 -0.8054 0.6253  0.06
Se3 1.0086 1.5122 -0.0749  0.12
H9 0.7716 -3.8197 0.8887  0.00
C6 2.6617 -1.5129 -0.0655  0.00
O3 0.2810 -2.4802 -2.4329  -0.01
H10 -1.7527 0.8017 2.6653  0.00
Se4 0.9314 4.7517 2.4914  0.60
H11 -3.3806 1.4930 1.0166  0.00
H12 -1.9933 -1.6664 -1.6605  0.00

Properties
HOMO level (alpha / beta) in eV: -8.320 / -8.300
Multiplicity: 5
ΔE to the lowest compared entry with this formula, charge and spin in kcal/mol: 96.7



# C4H5LiO5Tb

A molecular structure, C4H5LiO5Tb (ωB97M-V/def2-TZVPD, the Open Molecules 2025 dataset).

Each line ends with the Löwdin spin population.
Element x y z (Å)
H1 1.4837 -0.4937 -1.6690  0.00
H2 0.7772 -1.8317 -0.5922  0.00
O1 -2.2797 0.2085 -1.9326  0.04
O2 -1.6066 -1.7592 -1.2804  0.04
C1 -1.4179 -0.5260 -1.3329  0.01
H3 1.9306 -0.7566 1.1126  -0.01
Li1 -2.0760 2.0330 -2.3010  0.01
O3 0.4739 1.6347 3.4758  -0.17
C2 1.0966 1.0385 2.5735  -0.60
C3 1.3186 -0.0895 0.4972  -0.02
Tb1 -3.7781 -1.6759 -2.5644  7.89
O4 0.6641 0.8440 1.4321  -0.17
H4 0.8043 1.4707 4.3811  -0.02
H5 2.0223 0.5946 -0.1797  0.00
O5 -0.3512 0.0696 -0.8618  0.00
C4 0.9382 -0.7609 -0.7583  0.00

Properties
HOMO level (alpha / beta) in eV: -24.578 / -23.686
Charge: +4
Multiplicity: 8



# C43H45F3IrN2O2P2Si2

A molecular structure, C43H45F3IrN2O2P2Si2 (ωB97M-V/def2-TZVPD, the Open Molecules 2025 dataset).

Each line ends with the Löwdin charge.
Element x y z (Å)
H1 -2.0237 0.5286 0.4304  0.03
H2 2.2348 2.1687 5.1806  0.02
H3 -4.6582 -2.5772 -2.5278  0.10
H4 -1.6120 0.5780 4.4998  0.02
C1 -2.7098 -1.7914 -2.1056  -0.11
H5 -5.8221 3.6881 0.3607  0.10
C2 -2.3146 0.4765 -2.7886  -0.10
H6 5.0852 -4.1538 1.9510  0.09
F1 5.2048 2.5651 -0.6564  0.13
C3 1.8793 -2.5516 -2.0515  -0.10
C4 -1.8571 -0.7026 -2.2198  -0.31
H7 -0.2033 -3.0688 5.9354  0.10
H8 5.1692 -1.8435 2.8031  0.10
P1 0.4443 -0.9302 1.5076  0.67
H9 -3.9674 1.4694 -3.7089  0.10
H10 3.4593 0.4466 -4.7014  0.02
H11 3.5432 -3.8551 -2.3839  0.10
F2 5.4401 0.4309 -0.5549  0.13
P2 -0.1616 -0.8062 -1.5372  0.64
C5 -1.2736 3.0262 -0.1633  -0.20
C6 -4.4530 -0.5410 -3.1650  -0.10
H12 3.3900 -0.3998 -3.1607  0.01
C7 -0.6325 0.8568 4.8749  -0.17
C8 3.1804 1.2867 -0.1249  -0.62
H13 3.1639 -0.3885 2.6212  0.08
H14 -1.0557 3.2452 2.8497  0.02
H15 -0.2413 0.0100 5.4295  0.01
H16 -2.0256 6.3225 -0.5933  0.09
C9 -5.2171 1.6594 0.6368  -0.10
C10 -5.0001 2.9830 0.3800  -0.06
H17 -3.7404 -2.4067 3.6394  0.10
H18 1.1614 -2.1203 4.1014  0.11
C11 -3.7027 3.4699 0.1201  -0.19
H19 1.0226 -3.5347 0.7267  0.11
Si1 0.5566 1.4344 3.4817  0.39
H20 -0.0265 3.0989 -3.5577  0.01
N1 0.5365 0.6177 1.9652  -0.36
C12 4.2113 -3.5208 1.8708  -0.09
C13 0.6618 -3.8963 -4.1455  -0.09
C14 -2.0481 -2.8267 4.8808  -0.10
H21 0.1626 3.8680 3.9499  0.02
C15 3.1594 0.5363 -3.6605  -0.15
C16 0.0887 -2.2037 3.9943  -0.10
H22 2.3487 -1.9941 -1.2517  0.09
C17 -2.2048 5.2710 -0.4088  -0.10
H23 2.5457 0.5035 4.7450  0.01
H24 0.1945 -4.4206 -4.9690  0.10
H25 -1.6458 1.3221 -2.8537  0.08
C18 2.2645 1.4739 4.3466  -0.18
C19 4.2611 -2.2211 2.3519  -0.07
H26 -2.6433 -3.2436 5.6810  0.09
H27 -2.3511 -1.4695 1.7984  0.07
C20 0.4904 0.0706 -5.0217  -0.16
O1 2.5617 2.3563 -0.2332  -0.06
C21 -0.5480 -1.2125 0.1080  -0.32
H28 -0.5910 0.0076 -4.9515  0.01
C22 -2.6009 2.5723 0.1180  -0.19
C23 -3.4692 4.8360 -0.1279  -0.06
H29 1.3201 3.1859 -4.6829  0.02
C24 1.0158 2.8325 -3.7030  -0.17
H30 -4.3162 -0.2764 0.8670  0.10
C25 0.0013 3.2160 3.0961  -0.19
C26 4.7469 1.4605 -0.0400  -0.52
H31 3.0020 -5.0235 0.9169  0.10
H32 3.7664 1.3125 -3.2070  0.02
C27 -4.1331 0.7686 0.6569  -0.08
H33 0.7321 0.5999 -5.9390  0.02
H34 -4.3033 5.5251 -0.0722  0.10
Ir1 0.3370 1.6013 -0.0592  1.21
C28 -3.6129 0.5552 -3.2575  -0.08
C29 -1.1268 4.3725 -0.4424  -0.13
C30 0.5875 -2.2103 -2.4394  -0.27
H35 -5.4655 -0.4761 -3.5368  0.09
H36 -1.0025 -2.5857 -3.8308  0.10
C31 -0.5153 -1.7705 2.8219  -0.29
H37 0.8733 -0.9411 -5.1133  0.01
C32 1.9934 -1.8873 1.6678  -0.32
O2 2.7697 0.1399 -0.0396  -0.01
C33 1.9426 -3.1874 1.1845  -0.10
H38 -2.3398 -2.6952 -1.6378  0.11
H39 1.5878 3.3663 -2.9527  0.01
C34 -0.0132 -2.8736 -3.5024  -0.10
H40 -0.7641 1.6766 5.5769  0.02
H41 -0.1475 4.7705 -0.6783  0.09
C35 -0.6730 -2.7371 5.0181  -0.10
H42 0.5395 3.6213 2.2444  0.01
C36 -2.6624 -2.3623 3.7293  -0.08
H43 2.4569 -5.0598 -4.2395  0.10
C37 -4.0030 -1.7181 -2.5888  -0.09
C38 1.9345 -4.2578 -3.7355  -0.09
H44 3.0476 1.8039 3.6732  0.01
C39 2.5463 -3.5768 -2.6935  -0.08
C40 -2.8668 1.2177 0.4103  -0.07
C41 -1.8962 -1.8325 2.7078  -0.09
C42 3.0496 -4.0072 1.2875  -0.09
H45 -6.2197 1.2979 0.8267  0.09
F3 5.1327 1.5646 1.2524  0.12
N2 0.6114 0.5352 -1.9960  -0.37
C43 3.1495 -1.4023 2.2538  -0.09
Si2 1.3000 0.9549 -3.5196  0.40

Properties
HOMO level (alpha / beta) in eV: -4.672 / -4.546
Charge: -1
ΔE to the lowest compared entry with this formula, charge and spin in kcal/mol: 64.8